11 unconnected molecules or ions with the total composition C36H91F3O14S, computed with ωB97M-V with the def2-TZVPD basis set.

Summary:
HOMO level, eV: -9.7
Largest force on an atom, eV Å⁻¹: 0.31
Calculated total energy, eV: -86460.1376
Kohn-Sham gap, eV: 10.20
LUMO energy, eV: 0.46
Net charge: 0

Positions of all 145 atoms, in Å:
C 6.43447 4.14159 1.44088
C 5.98009 2.73012 1.70966
O 6.71905 1.85264 0.86276
C 6.63856 0.52572 1.21662
O 5.26967 0.09401 1.07954
S 4.73551 -1.16670 1.97576
O 5.21896 -0.92906 3.32371
O 3.20241 -0.74747 1.87857
C 2.77476 0.45896 2.54302
C 1.74312 1.22064 1.69990
C 1.47653 0.68920 0.31387
F 2.55919 0.69666 -0.47578
F 0.53840 1.44430 -0.29152
F 1.00919 -0.56950 0.34485
H 7.49401 4.25922 1.67065
H 6.28351 4.39159 0.38958
H 5.85892 4.84366 2.04580
H 4.91218 2.61467 1.49737
H 6.14912 2.44624 2.75730
H 7.24803 -0.02353 0.49664
H 6.96187 0.34774 2.24749
H 2.33540 0.16880 3.49659
H 3.64325 1.08411 2.74743
H 0.77756 1.22445 2.20642
H 2.04913 2.25973 1.57019
C -2.86052 3.83605 -2.97970
C -2.42336 4.16581 -1.56222
C -2.42120 2.93766 -0.66856
O -3.25127 5.17843 -0.98886
H -3.87038 3.41609 -2.96955
H -2.85999 4.73308 -3.59912
H -2.19486 3.09869 -3.43149
H -1.42489 4.60834 -1.58051
H -3.43732 2.53523 -0.60636
H -2.09709 3.19756 0.34042
H -1.76377 2.15829 -1.05434
H -4.14752 4.82408 -0.94359
C 0.45379 -3.06431 2.42651
C 1.08626 -2.70919 3.76116
C 1.15137 -3.89066 4.71340
O 0.41528 -1.59815 4.36371
H -0.56815 -3.43106 2.56595
H 0.42023 -2.17869 1.79891
H 1.02724 -3.84025 1.91783
H 2.09696 -2.33583 3.58233
H 0.14266 -4.25367 4.93306
H 1.62396 -3.60262 5.65203
H 1.71701 -4.71409 4.27552
H -0.49580 -1.86054 4.53870
C -3.50841 5.46731 2.39056
C -3.11280 4.25113 3.21037
C -4.02552 4.03368 4.40400
O -1.74244 4.33105 3.61316
H -3.44479 6.37403 3.00045
H -2.85352 5.57922 1.52796
H -4.53457 5.37705 2.03023
H -3.14671 3.36489 2.57051
H -3.97913 4.89386 5.07914
H -3.71936 3.14864 4.96387
H -5.06229 3.90534 4.09192
H -1.65136 5.10624 4.17918
C 6.19308 1.73017 -4.01898
C 6.31610 0.57328 -3.04214
C 5.13755 0.50009 -2.09084
O 7.53982 0.64675 -2.30718
H 6.15894 2.67795 -3.47211
H 7.04365 1.76050 -4.69916
H 5.28340 1.65169 -4.61532
H 6.38361 -0.36289 -3.60152
H 5.08452 1.41054 -1.48696
H 5.25052 -0.34036 -1.40696
H 4.19072 0.38903 -2.62257
H 7.51276 1.45337 -1.77724
C -7.59576 0.45801 3.81330
C -6.84885 1.40829 4.73306
C -7.04352 1.04520 6.19662
O -7.23556 2.76060 4.48875
H -8.66767 0.50471 4.02177
H -7.42875 0.71603 2.76782
H -7.27104 -0.57261 3.97160
H -5.78242 1.39002 4.49484
H -8.10536 1.08441 6.45448
H -6.49850 1.73794 6.83791
H -6.68876 0.03246 6.39797
H -8.17688 2.83915 4.68296
C -6.12133 -0.73660 -1.98357
C -5.40815 0.35312 -1.20124
C -5.73794 0.30514 0.28162
O -5.70962 1.64195 -1.74029
H -7.20493 -0.61681 -1.89262
H -5.85903 -0.68278 -3.03974
H -5.85908 -1.72670 -1.60835
H -4.32902 0.24845 -1.33313
H -6.81176 0.45111 0.43116
H -5.20896 1.09297 0.81896
H -5.46493 -0.65744 0.71668
H -6.65828 1.78284 -1.63828
C 4.45005 -3.45431 -4.56663
C 5.39193 -3.50896 -3.37355
C 6.85006 -3.42401 -3.79550
O 5.15854 -4.68365 -2.60098
H 4.64116 -4.30210 -5.23060
H 3.41261 -3.50588 -4.23477
H 4.58857 -2.53425 -5.13755
H 5.16398 -2.68080 -2.69740
H 7.10920 -4.27228 -4.43571
H 7.49924 -3.45042 -2.92022
H 7.05600 -2.50640 -4.34873
H 5.35562 -5.44172 -3.16904
C 2.75757 -7.44726 -3.75074
C 3.97211 -7.91278 -4.53525
C 4.14932 -9.42012 -4.49219
O 5.15408 -7.25166 -4.07226
H 2.85765 -7.72963 -2.69881
H 2.66082 -6.36310 -3.80159
H 1.84428 -7.90163 -4.13718
H 3.87913 -7.58847 -5.57386
H 4.28477 -9.75425 -3.45942
H 5.02440 -9.72112 -5.06735
H 3.27298 -9.92743 -4.89709
H 5.30457 -7.52451 -3.15783
C -10.49700 -2.85946 5.20067
C -9.78102 -1.84243 6.07311
C -9.90095 -2.16457 7.55292
O -10.24472 -0.52027 5.80019
H -11.56486 -2.87380 5.43747
H -10.38371 -2.60657 4.14671
H -10.10323 -3.86347 5.36364
H -8.72423 -1.81143 5.79657
H -10.95210 -2.15938 7.85582
H -9.36912 -1.42404 8.14989
H -9.49225 -3.15116 7.77479
H -11.17992 -0.47306 6.03056
C 4.55110 4.37589 -8.99991
C 4.69404 3.24322 -7.99651
C 3.49159 3.14489 -7.07178
O 5.90380 3.37065 -7.25175
H 4.46931 5.33334 -8.47693
H 5.42027 4.41770 -9.65563
H 3.65682 4.24995 -9.61176
H 4.81251 2.29964 -8.53386
H 3.38292 4.06831 -6.49522
H 3.61198 2.31814 -6.37217
H 2.57137 2.99123 -7.63702
H 5.85952 4.19338 -6.75078

Atomic forces in eV per Å
0.0238 0.0665 -0.0794
-0.0175 -0.1001 0.1072
-0.0094 0.1436 -0.0638
0.1056 -0.2417 -0.1551
-0.0434 -0.0064 0.1063
0.2995 0.0118 0.0169
-0.0803 0.0027 -0.0723
-0.1539 -0.0593 0.0207
-0.0090 0.1381 0.1461
-0.0469 0.0954 0.0091
0.1174 -0.1064 0.2475
0.0082 0.0543 -0.0124
0.0044 0.0111 -0.0586
-0.1306 0.0096 -0.2165
-0.0412 0.0021 0.0213
-0.0060 0.0059 0.0246
0.0354 -0.0098 -0.0028
0.0296 0.0282 0.0120
-0.0049 0.0235 -0.0444
-0.0034 0.0088 0.0702
-0.0576 0.0398 -0.0126
-0.0057 -0.0290 -0.0516
-0.0349 -0.0425 -0.0522
0.0163 0.0155 -0.0175
-0.0170 -0.0199 0.0304
-0.0516 0.0347 0.0091
0.0144 -0.0886 0.0611
-0.0471 -0.0445 0.0906
-0.0454 0.0574 -0.1192
0.0151 -0.0203 -0.0046
-0.0004 0.0001 0.0031
0.0135 0.0009 0.0061
-0.0015 0.0064 0.0036
0.0155 -0.0249 -0.0441
0.0492 0.0122 -0.0274
-0.0076 0.0033 -0.0200
0.0186 0.0176 0.0029
-0.0188 0.0509 0.1133
0.1092 -0.0325 -0.0209
-0.0630 0.0416 0.0381
-0.0327 0.0084 -0.0038
0.0191 -0.0253 0.0382
-0.0139 -0.0590 -0.0767
-0.0012 0.0084 -0.0204
-0.0124 -0.0560 0.0067
0.0076 -0.0208 -0.0046
0.0018 0.0031 -0.0050
0.0034 0.0036 -0.0107
0.0217 0.0304 -0.0006
0.0818 -0.0015 0.0190
-0.0464 -0.0470 -0.0591
0.0433 -0.0155 0.0253
0.0044 0.0232 0.0352
-0.0208 -0.0153 0.0221
-0.0353 0.0178 -0.0036
-0.0094 -0.0036 0.0134
-0.0134 0.0084 -0.0011
-0.0169 0.0098 -0.0141
0.0145 0.0079 -0.0006
-0.0132 0.0140 0.0194
0.0178 -0.0255 -0.0212
0.1116 0.0218 0.0099
-0.1086 0.0225 0.0096
-0.0084 -0.0383 -0.0070
0.0321 0.0161 -0.0193
-0.0320 0.0008 -0.0028
-0.0080 -0.0032 -0.0047
-0.0069 -0.0106 0.0078
0.0570 0.0015 0.0004
-0.0270 -0.0102 -0.0074
-0.0337 0.0113 -0.0275
0.0321 0.0116 -0.0358
-0.0155 -0.0343 0.0380
-0.0484 0.0032 -0.0354
0.0398 -0.0536 0.0320
-0.0111 0.0492 0.0138
-0.0576 0.0189 -0.0141
0.0060 -0.0430 0.0083
0.0228 0.0269 0.0129
0.0152 -0.0025 -0.0083
-0.0023 -0.0070 -0.0099
0.0026 -0.0255 -0.0016
-0.0012 0.0013 -0.0046
0.0135 -0.0033 -0.0053
0.0252 -0.0073 -0.0029
0.0029 0.0266 -0.0309
0.0204 -0.0290 0.0554
0.0056 0.0356 -0.0081
-0.0277 0.0225 0.0146
-0.0003 -0.0204 0.0114
-0.0010 0.0025 0.0027
0.0055 0.0022 0.0075
0.0003 0.0090 -0.0186
-0.0033 -0.0200 0.0032
-0.0036 0.0004 -0.0002
-0.0007 -0.0047 -0.0048
0.0291 0.0356 -0.0269
-0.0243 -0.0307 0.0174
0.0166 0.0269 0.0150
0.0574 -0.0323 0.0518
0.0692 0.0417 0.0079
0.0082 0.0145 -0.0163
0.0007 0.0067 0.0035
0.0066 0.0035 -0.0004
0.0027 0.0103 -0.0050
-0.0336 0.0088 -0.0218
-0.0047 0.0164 0.0006
-0.0149 0.0004 -0.0102
-0.1727 0.0151 -0.1025
0.0241 0.0254 0.0224
-0.1192 0.0533 -0.0614
0.0561 0.0160 0.0209
0.1665 -0.0116 0.1602
-0.0148 -0.0048 -0.0039
0.0124 -0.0010 0.0097
0.0041 -0.0083 -0.0107
-0.0059 -0.0078 0.0008
-0.0187 -0.0100 -0.0034
-0.0012 0.0029 0.0004
-0.0069 0.0070 -0.0009
0.0038 -0.1090 -0.0558
-0.0234 0.0369 -0.0148
0.0673 -0.0329 0.0007
-0.0182 0.0427 0.0016
-0.0755 0.0778 0.0020
0.0035 -0.0185 0.0028
0.0006 0.0036 0.0036
0.0060 -0.0009 0.0064
-0.0028 -0.0175 0.0053
0.0041 -0.0179 0.0061
-0.0007 0.0011 -0.0042
0.0022 -0.0049 -0.0065
0.0272 -0.0245 0.0003
0.0377 0.0138 0.0157
-0.0268 -0.0301 -0.0359
0.0319 0.0041 0.0333
-0.0126 0.0364 0.0211
-0.0165 0.0012 -0.0094
0.0005 -0.0011 0.0052
-0.0054 -0.0065 0.0018
-0.0151 0.0034 -0.0059
-0.0155 -0.0005 -0.0063
0.0015 0.0022 -0.0033
0.0000 0.0017 -0.0093
0.0159 -0.0315 -0.0026

=====

A molecular structure, C20H26N3O6PPd, computed with ωB97M-V with the def2-TZVPD basis set.

Summary:
HOMO level, eV: -9.0
Energy above the lowest of the compared OMol25 structures with the same formula, charge and spin, kcal per mole: 58.2
Largest force on an atom, eV Å⁻¹: 0.56
Calculated total energy, eV: -50688.9214
Kohn-Sham gap, eV: 8.01
LUMO energy, eV: -1.00
Net charge: 0

Positions of all 57 atoms, in Å:
Pd 0.15546 -0.51806 0.46125
O 1.04240 2.41375 2.98701
C 0.50120 1.75426 2.13740
N 1.13642 0.89586 1.25269
C 2.48787 0.96589 0.95073
O 3.33974 1.53648 1.58066
C 2.79716 0.31996 -0.38518
C 4.10252 0.23235 -0.83400
C 4.32897 -0.29456 -2.09445
C 3.24834 -0.71300 -2.85579
C 1.97431 -0.60063 -2.32417
N 1.75273 -0.09260 -1.11407
C -0.98097 1.89096 1.86574
C -1.77208 2.58928 2.76399
C -3.10608 2.78101 2.44939
C -3.59413 2.27588 1.25418
C -2.72870 1.58528 0.42125
N -1.44538 1.39304 0.71517
H 4.89544 0.58032 -0.18714
H 5.33588 -0.37466 -2.48213
H 3.38035 -1.12428 -3.84672
H 1.10289 -0.93403 -2.87313
H -1.32224 2.96569 3.67161
H -3.75680 3.32125 3.12431
H -4.62712 2.40981 0.96449
H -3.07567 1.16591 -0.51538
C 2.64469 -3.54275 0.46288
C 1.35441 -4.12351 -0.09724
C 1.08451 -5.52395 0.43503
C 1.36784 -4.14339 -1.61664
O 0.25369 -3.22392 0.23605
P -0.26159 -2.91400 1.74127
O -0.34873 -4.07384 2.63362
O 0.53578 -1.68295 2.19952
O -1.67056 -2.31108 1.21501
C -2.92652 -2.29677 1.95791
C -2.76735 -1.34972 3.13769
C -3.94001 -1.77590 0.95191
C -3.31036 -3.70035 2.40313
H 3.49084 -4.16664 0.16929
H 2.61441 -3.49161 1.55161
H 2.80784 -2.53415 0.07736
H 1.84633 -6.19577 0.03400
H 0.10671 -5.87261 0.10118
H 1.10726 -5.56022 1.52034
H 2.19188 -4.76408 -1.97161
H 1.49795 -3.13954 -2.01576
H 0.43285 -4.55464 -1.99821
H -2.48984 -0.35213 2.79183
H -1.99467 -1.70556 3.82052
H -3.70685 -1.27627 3.68855
H -3.60466 -0.83216 0.52814
H -4.90249 -1.61394 1.43975
H -4.07579 -2.49357 0.14218
H -2.63672 -4.08667 3.16235
H -3.29887 -4.38252 1.55226
H -4.32648 -3.66573 2.80208

Atomic forces in eV per Å
0.2195 0.0819 -0.2649
-0.0373 0.0355 -0.0071
0.0385 -0.0817 -0.0322
0.4348 0.2595 0.2454
-0.1499 -0.0257 -0.0106
0.0284 0.0149 -0.0433
-0.0650 0.0329 -0.0116
-0.0632 0.0371 0.0344
0.0186 -0.0153 -0.0275
-0.0119 0.0257 -0.0095
0.0166 0.0121 0.0645
-0.1032 -0.0751 0.0383
0.0029 0.0403 -0.0695
0.0504 -0.0259 -0.0469
-0.0377 0.0071 0.0184
0.0014 0.0167 -0.0128
0.0433 -0.0039 0.0313
-0.0205 -0.1435 0.1311
0.0069 0.0110 -0.0146
0.0013 -0.0152 0.0051
0.0175 -0.0014 0.0042
-0.0015 0.0332 -0.0194
-0.0033 0.0043 -0.0014
-0.0042 -0.0074 0.0030
-0.0039 0.0035 0.0134
0.0130 0.0288 -0.0191
0.0612 -0.0490 -0.0257
-0.0303 0.1788 0.0552
0.0584 -0.0337 -0.0523
0.0445 -0.0709 -0.0058
-0.1255 -0.1999 -0.0631
0.0329 0.1443 0.2190
0.0160 0.0126 0.0263
-0.3109 -0.0662 -0.1328
-0.1108 -0.3159 -0.1198
0.1645 0.0852 -0.0339
-0.0774 0.0080 0.0415
-0.0600 -0.0191 0.0494
-0.0929 0.0238 0.0122
0.0023 -0.0026 0.0052
-0.0282 -0.0019 -0.0037
-0.0057 0.0029 -0.0064
-0.0060 -0.0162 0.0172
-0.0053 0.0144 -0.0012
0.0001 0.0302 0.0093
-0.0036 -0.0039 -0.0073
0.0072 0.0346 0.0176
-0.0062 0.0100 0.0121
0.0017 0.0000 -0.0116
0.0086 -0.0164 -0.0244
-0.0010 -0.0040 0.0060
0.0195 0.0195 0.0098
-0.0049 -0.0148 -0.0014
0.0203 -0.0028 0.0032
0.0226 0.0177 0.0009
0.0125 0.0100 -0.0073
0.0049 -0.0244 0.0134

=====

> Which formula does entry 2 have?

C20H26N3O6PPd

=====

> Among the records above, which one has the lowest HOMO level?

C36H91F3O14S

=====

> Look up the calculated total energy of the second one.

-50688.9214 eV